Entry 1:
Molecular formula: C2H4N2OS
Method: DFT, ωB97M-V/def2-TZVPD

```
10
Properties=species:S:1:pos:R:3:nbo_charge:R:1
S -1.103 -0.907 -0.842 0.426
O -3.153 0.538 -0.167 -0.513
N 1.400 0.866 -0.863 -0.707
N 0.242 -0.901 0.234 -0.762
C 1.281 -0.061 0.059 0.267
C -1.990 0.350 0.014 0.241
H 2.291 1.252 -0.801 0.344
H 2.106 -0.372 0.758 0.154
H -1.363 0.891 0.740 0.141
H 0.289 -1.656 0.869 0.411
```

total charge: 0
SMILES string: [H]/N=C/NSC=O
LUMO: 0.489 eV
ΔE to the lowest compared entry with this formula, charge and spin: 45.9 kcal/mol
total energy: -661.51236 Eh
orbital gap: 10.090 eV

Entry 2:
Molecular formula: C25H50BIN8O8P2
Method: DFT, ωB97M-V/def2-TZVPD

```
95
Properties=species:S:1:pos:R:3:mulliken_charge:R:1
I 5.614 -1.309 -2.458 0.034
P -2.873 1.604 -0.758 0.825
P -0.853 -4.905 4.338 0.857
O 1.790 2.658 -4.919 -0.527
O 7.604 1.468 -0.871 -0.531
O 1.535 4.395 -1.271 -0.297
O 4.066 3.923 0.569 -0.543
O -3.448 0.830 -1.958 -0.771
O -1.042 -3.389 4.524 -0.765
O 3.012 -0.064 -1.807 -0.441
O 2.106 6.227 -2.831 -0.622
N -2.189 2.573 0.564 0.012
N -2.099 -5.306 5.464 0.217
N -0.099 4.983 -5.447 -0.498
N -1.513 -4.856 2.748 0.111
N -0.550 -6.647 4.172 -0.123
N 5.298 1.933 -0.148 0.081
N -2.157 0.182 -0.103 0.106
N -4.422 1.850 -0.037 0.226
C -2.157 -0.288 1.270 0.019
C 6.284 2.518 -3.856 -0.718
C -5.594 1.791 -0.911 -0.989
C -1.040 -0.376 -0.867 -0.973
C 4.085 4.036 -4.411 0.541
C -2.654 3.983 0.504 -1.021
C 2.057 3.625 -5.956 0.352
C -2.448 -4.307 6.474 -0.995
C -0.701 -4.167 1.747 -1.122
C -3.278 -6.105 5.179 -1.198
C 6.453 1.915 -1.055 -0.040
C 4.171 -0.108 -1.316 0.230
C 4.593 3.366 -1.907 0.403
C 3.683 4.119 -2.901 0.560
C 3.181 4.737 -5.524 -1.126
C 5.372 3.272 -4.876 -0.591
C 5.847 2.569 -2.377 0.220
C -0.712 2.668 0.552 -1.343
C 0.736 4.344 -6.522 -0.832
C -4.817 1.428 1.295 -1.185
C -0.040 -7.238 5.438 -1.060
C -2.481 -5.747 2.136 -0.820
C 0.473 -6.997 3.162 -1.094
C 4.547 3.193 -0.325 -0.021
C 4.513 0.688 0.033 -0.362
B 2.403 4.914 -2.323 0.394
H -2.741 -5.431 1.122 0.369
H -0.744 -7.134 6.262 0.316
H -5.411 2.317 -1.849 0.292
H -1.270 -3.919 0.847 0.411
H -1.275 -0.410 -1.934 0.278
H -0.359 3.388 1.296 0.421
H -5.676 2.014 1.642 0.409
H -0.342 2.978 -0.431 0.536
H -2.978 -4.762 7.317 0.311
H 0.969 5.105 -7.344 0.365
H -4.040 1.601 2.040 0.357
H 5.665 3.245 -5.973 0.292
H -0.233 1.728 0.821 0.184
H 4.967 -0.061 0.770 0.326
H 1.395 -6.423 3.314 0.378
H -0.855 4.299 -5.243 0.232
H -6.458 2.280 -0.451 0.310
H -2.361 4.457 -0.438 0.320
H 1.563 5.117 -0.591 0.225
H 3.497 1.007 0.483 0.307
H 3.847 4.872 -6.457 0.369
H 1.169 6.280 -3.127 0.311
H 0.071 3.540 -7.018 0.319
H 0.900 -6.767 5.743 0.361
H -3.164 -0.478 1.633 0.124
H -1.553 -3.843 6.892 0.306
H -0.323 -3.217 2.135 0.324
H -0.562 5.804 -5.857 0.243
H -3.692 -6.519 6.106 0.400
H 7.222 1.939 -4.126 0.393
H 1.162 3.039 -4.263 0.293
H 2.513 3.042 -6.839 0.338
H -1.658 0.396 1.967 0.273
H -3.090 -3.522 6.054 0.293
H 2.689 5.707 -5.186 0.311
H -1.655 -1.254 1.371 -0.287
H 0.127 -8.313 5.324 0.399
H -3.736 4.073 0.596 0.327
H -0.810 -1.404 -0.577 0.172
H 0.167 -4.763 1.445 0.220
H -5.113 0.374 1.313 0.321
H -2.238 4.564 1.333 0.395
H -2.135 -6.784 2.060 0.324
H -4.066 -5.510 4.707 0.315
H 0.126 -6.828 2.144 0.297
H -5.872 0.754 -1.136 0.294
H -3.057 -6.975 4.558 0.365
H 0.719 -8.062 3.205 0.392
H -3.431 -5.738 2.666 0.191
H -0.128 0.221 -0.753 0.394
```

total charge: 0
SMILES string: NC[C@H](O)Cc1ccc2c(c1B(O)O)C(=O)N(CC(=O)I)C2=O.CN(C)P(=O)(N(C)C)N(C)C.CN(C)P(=O)(N(C)C)N(C)C
LUMO: -0.898 eV
total energy: -3027.53050 Eh
orbital gap: 6.863 eV